[1]
C33H39GeLuN3O6S as an isolated structure at a distorted geometry, computed with wB97M-V/def2-TZVPD.

## Properties
HOMO level (alpha / beta): -2.94 / -3.45 eV
charge: -1
2S+1: 1
LUMO level (alpha / beta): 0.08456 / 0.08386 Ha
frontier orbital gap (alpha / beta): 5.25 / 5.73 eV

The geometry in XYZ format:
```
84
Properties=species:S:1:pos:R:3:mulliken_charge:R:1
Lu 1.17 0.39 -0.09 1.583
C 1.96 -2.90 1.39 -0.724
C 3.30 -2.39 1.82 -0.334
O 3.16 -1.04 2.21 -0.378
C 4.08 -0.15 1.66 -0.749
C 4.28 1.10 -0.46 -0.231
O 3.31 1.41 -1.44 -0.054
C 3.60 0.98 -2.76 -0.812
C 3.68 -0.53 -2.87 -0.833
O 2.70 -1.12 -2.04 0.238
C 3.00 -2.46 -1.73 -0.648
C 1.82 -3.03 -1.01 -0.946
O 1.48 -2.31 0.18 0.524
H 1.23 -2.66 2.16 0.072
H 2.01 -3.98 1.27 0.362
H 4.04 -2.49 1.03 0.205
H 3.63 -2.98 2.68 0.477
H 5.10 -0.55 1.65 0.221
H 4.06 0.75 2.24 0.388
H 5.19 0.70 -0.93 0.324
H 4.97 3.01 -0.48 0.269
H 4.54 1.41 -3.10 0.397
H 2.79 1.37 -3.37 0.374
H 4.67 -0.89 -2.55 0.496
H 3.53 -0.82 -3.91 0.383
H 3.91 -2.50 -1.13 0.245
H 3.16 -3.04 -2.64 0.485
H 2.02 -4.08 -0.76 0.528
H 0.96 -2.99 -1.66 0.243
N 2.17 2.73 0.52 -0.388
C 3.52 2.95 1.10 -1.141
C 4.71 2.30 0.35 -0.251
O 5.74 1.97 1.17 -0.921
O 3.64 0.06 0.31 0.469
H 2.13 3.16 -0.39 0.197
H 1.47 3.17 1.10 0.245
H 3.52 2.55 2.12 0.498
H 3.74 4.01 1.19 0.432
C -0.07 0.82 1.82 -1.479
Ge -1.90 0.81 1.30 1.670
C -2.85 1.77 -0.16 0.530
C -2.29 2.94 -0.68 -0.839
C -2.94 3.70 -1.65 -0.512
C -4.19 3.31 -2.13 -0.483
C -4.78 2.16 -1.60 -0.799
C -4.13 1.42 -0.63 -0.382
C -3.23 1.13 2.78 -0.008
C -4.36 1.95 2.69 -0.197
C -5.23 2.10 3.78 -0.670
C -4.98 1.43 4.97 -0.376
C -3.85 0.63 5.08 -0.712
C -2.99 0.49 4.00 -0.429
C -2.19 -1.18 1.04 0.631
C -2.96 -1.81 0.05 -0.398
C -3.06 -3.20 -0.03 -0.543
C -2.40 -4.01 0.89 -0.660
C -1.62 -3.41 1.87 -0.578
C -1.52 -2.02 1.94 -0.795
H -1.32 3.26 -0.34 0.370
H -2.48 4.60 -2.04 0.362
H -4.70 3.89 -2.89 0.355
H -5.77 1.86 -1.95 0.385
H -4.65 0.58 -0.18 0.467
H -4.58 2.48 1.77 0.245
H -6.10 2.73 3.68 0.367
H -5.66 1.54 5.81 0.343
H -3.64 0.11 6.01 0.370
H -2.09 -0.12 4.11 0.331
H -3.45 -1.22 -0.71 0.192
H -3.66 -3.65 -0.82 0.391
H -2.48 -5.09 0.83 0.360
H -1.10 -4.03 2.60 0.424
H -0.89 -1.56 2.71 0.403
S 0.45 2.12 -2.31 -0.705
C -0.19 0.61 -2.79 0.508
N -0.67 0.46 -4.07 -0.143
C -1.37 -0.69 -4.45 -0.861
C -1.43 -1.72 -3.55 -1.229
C -0.85 -1.58 -2.31 -0.889
N -0.21 -0.40 -1.94 0.683
H -0.88 1.33 -4.53 0.285
H -1.77 -0.70 -5.45 0.450
H -1.96 -2.63 -3.80 0.424
H -0.98 -2.31 -1.53 0.897
```

---

[2]
C33H39IN3O3SbV as an isolated structure at a distorted geometry, computed with wB97M-V/def2-TZVPD.

## Properties
HOMO level (alpha / beta): -10.46 / -10.58 eV
charge: +1
2S+1: 3
LUMO level (alpha / beta): -0.12363 / -0.12996 Ha
frontier orbital gap (alpha / beta): 7.09 / 7.04 eV

The geometry in XYZ format:
```
81
Properties=species:S:1:pos:R:3:mulliken_charge:R:1
V 0.48 -0.63 -0.64 0.725
C 2.55 3.00 -2.49 -1.270
C 1.07 2.99 -2.65 0.781
N 0.48 4.01 -3.22 -0.633
C -0.86 4.02 -3.38 -0.806
C -1.67 2.99 -2.99 0.531
C -3.17 3.08 -3.22 -0.656
O -3.55 4.14 -4.07 -0.573
C -1.07 1.87 -2.36 -0.120
C -1.88 0.76 -1.94 -0.670
N -1.47 -0.30 -1.33 0.752
C -2.41 -1.34 -1.08 -0.895
C -3.51 -1.14 -0.26 0.083
C -4.39 -2.18 -0.01 -0.853
C -4.18 -3.42 -0.58 -0.711
C -3.08 -3.64 -1.40 -0.335
C -2.20 -2.60 -1.64 0.196
I -0.52 -2.89 -2.86 0.187
C 0.32 1.88 -2.17 0.192
O 0.97 0.94 -1.53 -0.249
H 2.94 3.97 -2.77 0.378
H 3.02 2.23 -3.12 0.302
H 2.84 2.77 -1.46 0.274
H -1.28 4.91 -3.84 0.555
H -3.67 3.28 -2.27 0.215
H -3.56 2.13 -3.59 0.421
H -3.25 3.96 -4.96 0.369
H -2.94 0.80 -2.19 0.524
H -3.66 -0.16 0.19 0.448
H -5.25 -2.01 0.63 0.447
H -4.87 -4.23 -0.39 0.431
H -2.91 -4.61 -1.85 0.471
C -0.87 0.25 3.34 -1.202
Sb 0.95 0.01 2.24 0.936
C 1.71 -1.55 3.48 -1.293
C 2.06 1.60 3.14 -1.328
H -0.64 0.27 4.40 0.554
H -1.54 -0.59 3.14 0.409
H -1.35 1.17 3.05 0.089
H 1.31 -1.40 4.48 0.586
H 2.79 -1.50 3.52 0.388
H 1.40 -2.53 3.12 0.291
H 1.99 1.48 4.22 0.450
H 1.66 2.56 2.85 0.294
H 3.10 1.54 2.83 0.446
C -0.38 -5.47 1.30 -0.843
C -0.94 -4.21 1.46 -0.844
C -0.25 -3.09 1.04 0.299
C 0.99 -3.20 0.42 -0.128
C 1.55 -4.47 0.25 -0.249
C 0.87 -5.59 0.70 -0.657
N 1.59 -2.05 -0.13 0.695
C 3.00 -1.94 -0.23 -0.248
C 3.55 -1.40 -1.39 -0.136
C 4.92 -1.20 -1.48 -0.934
C 5.75 -1.56 -0.44 -0.519
C 5.21 -2.12 0.71 -1.024
C 3.84 -2.31 0.82 0.306
H -0.91 -6.35 1.65 0.438
H -1.91 -4.10 1.94 0.505
H -0.69 -2.11 1.22 -0.002
H 2.51 -4.57 -0.23 0.515
H 1.31 -6.57 0.58 0.428
H 2.90 -1.15 -2.22 0.324
H 5.34 -0.78 -2.39 0.452
H 6.82 -1.41 -0.52 0.428
H 5.86 -2.42 1.53 0.426
H 3.42 -2.75 1.71 0.592
C -2.13 3.93 1.58 -0.736
C -0.63 4.19 1.74 -0.640
C -0.03 3.26 0.70 -0.499
O -0.85 2.09 0.77 0.014
C -2.20 2.56 0.88 -0.083
H -2.60 4.69 0.96 0.373
H -2.65 3.92 2.53 0.309
H -0.29 3.92 2.74 0.189
H -0.36 5.24 1.56 0.445
H 1.00 2.96 0.89 0.454
H -0.08 3.70 -0.30 0.095
H -2.76 1.81 1.45 0.481
H -2.64 2.65 -0.12 -0.358
```

---

[3]
C33H40BCrF5N6OS3 as an isolated structure at a distorted geometry, computed with wB97M-V/def2-TZVPD.

## Properties
HOMO level (alpha / beta): -6.24 / -6.13 eV
2S+1: 5
LUMO level (alpha / beta): -0.02010 / -0.09243 Ha
frontier orbital gap (alpha / beta): 5.69 / 3.62 eV

The geometry in XYZ format:
```
90
Properties=species:S:1:pos:R:3:mulliken_charge:R:1
Cr 1.88 -0.94 -1.70 0.023
C 1.68 3.85 -3.67 -1.530
C 1.16 3.27 -2.37 0.228
C 0.67 4.14 -1.40 -0.460
C 0.19 3.65 -0.18 -0.157
N 0.21 2.31 0.02 -0.787
N 0.66 1.44 -0.89 0.802
B 0.55 -0.04 -0.45 0.137
N -0.77 -0.77 -0.81 0.717
N -1.79 -0.52 0.00 -0.591
C -3.03 -1.04 -0.17 -0.080
C -3.24 -1.91 -1.24 -0.649
C -2.21 -2.19 -2.14 0.793
C -2.50 -3.12 -3.30 -1.531
C -0.94 -1.60 -1.93 0.685
S 0.14 -1.87 -2.88 -0.885
C -4.17 -0.67 0.79 2.031
C -3.70 0.36 1.83 -1.198
C -4.66 -1.93 1.53 -1.465
C -5.34 -0.05 0.00 -1.679
N 1.41 -0.47 0.75 0.993
N 0.78 -0.99 1.80 -0.828
C 1.43 -1.36 2.94 -0.383
C 2.82 -1.20 2.99 -0.427
C 3.51 -0.69 1.90 0.129
C 5.02 -0.56 1.99 -1.611
C 2.78 -0.31 0.74 1.557
S 3.48 0.17 -0.44 -1.076
C 0.65 -1.91 4.14 2.320
C 1.14 -3.34 4.47 -1.679
C 0.87 -1.00 5.36 -1.613
C -0.86 -1.97 3.84 -1.793
C 1.15 1.88 -2.10 1.107
S 1.68 0.95 -3.08 -0.842
C -0.35 4.58 0.90 2.096
C -0.81 3.77 2.14 -1.341
C 0.74 5.57 1.34 -1.622
C -1.57 5.36 0.36 -1.588
H 1.60 4.96 -3.69 0.355
H 1.09 3.45 -4.53 0.310
H 2.75 3.58 -3.80 0.303
H 0.66 5.21 -1.59 0.335
H -4.22 -2.34 -1.40 0.359
H -3.56 -3.47 -3.29 0.358
H -1.84 -4.01 -3.25 0.303
H -2.33 -2.58 -4.26 0.350
H -2.87 -0.04 2.44 -0.130
H -4.53 0.63 2.53 0.503
H -3.36 1.30 1.33 0.239
H -3.83 -2.39 2.11 0.183
H -5.04 -2.70 0.81 0.311
H -5.48 -1.68 2.23 0.451
H -5.00 0.87 -0.54 0.338
H -6.17 0.24 0.68 0.444
H -5.75 -0.75 -0.75 0.313
H 3.36 -1.49 3.88 0.334
H 5.41 -0.90 2.97 0.355
H 5.31 0.51 1.86 0.315
H 5.50 -1.17 1.20 0.316
H 2.22 -3.35 4.73 0.317
H 0.99 -4.01 3.60 0.340
H 0.58 -3.75 5.33 0.429
H 1.94 -0.95 5.65 0.333
H 0.30 -1.37 6.24 0.437
H 0.52 0.03 5.14 0.285
H -1.07 -2.62 2.96 0.339
H -1.24 -0.95 3.63 0.115
H -1.42 -2.37 4.71 0.400
H 0.04 3.20 2.57 0.313
H -1.61 3.05 1.87 -0.038
H -1.21 4.45 2.93 0.450
H 1.62 5.02 1.74 0.339
H 0.36 6.24 2.14 0.425
H 1.08 6.20 0.50 0.307
H -2.37 4.65 0.04 0.306
H -1.29 5.98 -0.52 0.303
H -1.99 6.03 1.14 0.441
F 1.87 -4.30 -7.02 -0.315
C 2.21 -3.48 -6.02 0.587
C 3.10 -2.44 -6.25 0.271
F 3.62 -2.26 -7.48 -0.296
C 3.46 -1.59 -5.20 0.417
F 4.33 -0.60 -5.50 -0.318
C 2.96 -1.72 -3.88 0.412
O 3.29 -0.94 -2.93 -0.557
C 2.05 -2.80 -3.72 0.057
F 1.50 -3.03 -2.51 -0.245
C 1.69 -3.66 -4.76 0.056
F 0.82 -4.66 -4.53 -0.345
H 1.24 -2.04 -0.60 -0.016
```